Computed, not measured: a cluster of 2 separate species, C4H3F6NO in total in a non-equilibrium geometry, with ωB97M-V/def2-TZVPD.

The multiplicity is 1. The max |F| comes out at 0.084 Eh/bohr. As for the frontier orbital gap (alpha / beta): 8.3 / 8.3 eV.

Last columns: bonded neighbours and bond lengths (Å).
CARTESIAN COORDINATES (ANGSTROEM)
1 C 0.2394 0.8080 1.8120  F2 1.313, F3 1.315, F5 1.265
2 F 0.5907 2.0331 1.4951  C1 1.313
3 F 1.0594 0.2606 2.6817  C1 1.315
4 H -2.4220 -0.3386 0.1483  C12 1.072
5 F -0.9797 0.6168 2.0896  C1 1.265
6 H -2.3355 -1.5694 -1.0378  C12 1.053
7 F 2.5827 0.3598 0.1119  C11 1.337
8 N 0.4304 -0.1322 -0.2197  C9 1.345, C11 1.402
9 C -0.5674 -0.4917 -1.0474  N8 1.345, C12 1.492, O15 1.205
10 F 2.0049 -0.3675 -1.9016  C11 1.372
11 C 1.6085 0.3528 -0.8038  F7 1.337, N8 1.402, F10 1.372, F14 1.353
12 C -1.7630 -1.0307 -0.3367  H4 1.072, H6 1.053, C9 1.492, H13 1.089
13 H -1.6009 -1.7567 0.4581  C12 1.089
14 F 1.5389 1.6395 -1.2160  C11 1.353
15 O -0.3864 -0.3837 -2.2338  C9 1.205

***

Computed, not measured: a cluster of 2 separate species, H5N3O in total in a non-equilibrium geometry, with ωB97M-V/def2-TZVPD.

The multiplicity is 1. The max |F| comes out at 0.037 Eh/bohr. As for the frontier orbital gap: 9.2 eV. Its SMILES is [H]/N=N\[H].NO.

Last columns: bonded neighbours and bond lengths (Å).
CARTESIAN COORDINATES (ANGSTROEM)
1 H 1.6598 -0.8488 0.3488  N4 1.060
2 O -1.7570 0.9233 -0.1687  H3 0.968, N6 1.427
3 H -2.6729 1.2208 -0.0733  O2 0.968
4 N 2.1520 -0.2080 -0.3380  H1 1.060, N8 1.217
5 H -1.8673 -0.7949 0.7541  N6 1.012
6 N -1.7844 -0.5032 -0.2114  O2 1.427, H5 1.012, H9 1.022
7 H 3.7391 0.5155 0.6421  N8 1.050
8 N 3.1584 0.4686 -0.2313  N4 1.217, H7 1.050
9 H -2.6277 -0.7732 -0.7223  N6 1.022

***

Computed, not measured: a cluster of 7 separate species, C60H69FN3O5P in total in a non-equilibrium geometry, with ωB97M-V/def2-TZVPD.

The multiplicity is 1. The max |F| comes out at 0.059 Eh/bohr. As for the frontier orbital gap: 7.5 eV. Its SMILES is C#Cc1c([C@@H](C)F)c(CCCC(=O)OCC)c2nc(OCCOCC)c(P(C)O)nc2c1CN.c1ccccc1.c1ccccc1.c1ccccc1.c1ccccc1.c1ccccc1.c1ccccc1.

Last columns: bonded neighbours and bond lengths (Å).
CARTESIAN COORDINATES (ANGSTROEM)
1 H 8.1418 6.3809 -0.4655  C62 1.083
2 C 1.2033 2.3758 2.6333  H25 1.116, H52 1.111, C78 1.556, C119 1.547
3 H 4.1571 -4.7334 -1.8602  C40 1.084
4 H -6.1347 -0.3960 -0.7712  O98 0.969
5 C 6.7894 4.0250 -2.4903  C11 1.389, H96 1.083, C111 1.389
6 C 3.4043 -8.5205 -1.9198  C19 1.389, C64 1.389, H74 1.083
7 C -8.6985 -0.1942 -5.4477  C26 1.389, C67 1.389, H120 1.083
8 H -6.1692 0.8428 -2.7198  C16 1.084
9 H -5.4078 -0.8375 12.4938  C32 1.084
10 C 1.5617 -0.8777 -7.8035  C73 1.389, C81 1.389, H132 1.083
11 C 6.0980 3.2848 -1.5398  C5 1.389, C23 1.389, H103 1.084
12 C 1.9004 -3.2855 0.6220  O51 1.439, C83 1.562, H92 1.108, H117 1.109
13 C -1.9504 3.2851 6.5577  C24 1.208, C121 1.478
14 H 5.4435 -8.7792 -1.3026  C19 1.083
15 H 5.9246 -6.3546 -1.2608  C44 1.083
16 C -6.8794 0.5516 -3.4853  H8 1.084, C84 1.389, C102 1.389
17 C 6.3024 -0.4830 -3.5974  H61 1.084, C68 1.389, C101 1.388
18 O -0.1889 0.8837 -1.8494  C30 1.413, C59 1.433
19 C 4.6685 -8.0688 -1.5639  C6 1.389, H14 1.083, C44 1.389
20 C 7.5663 1.3113 -4.5793  C72 1.389, C101 1.389, H134 1.083
21 H -7.3319 0.7030 -6.8384  C26 1.083
22 C 5.6164 0.4592 -5.7021  C68 1.389, C72 1.389, H112 1.084
23 C 6.1492 3.6536 -0.2019  C11 1.389, H85 1.084, C93 1.389
24 C -2.2288 4.0230 7.4726  C13 1.208, H47 1.087
25 H 1.9225 2.3777 3.4860  C2 1.116
26 C -7.5327 0.4745 -5.7986  C7 1.389, H21 1.083, C84 1.389
27 H 4.5866 -1.1399 -4.7080  C68 1.084
28 C -6.3874 -2.5558 9.7434  H42 1.084, C123 1.389, C133 1.389
29 H -0.9027 1.2760 -6.9269  C139 1.083
30 C -1.4577 0.7691 -2.4612  O18 1.413, H70 1.112, H109 1.111, C122 1.572
31 F 0.9084 3.1926 6.5515  C49 1.418
32 C -5.5049 -1.1063 11.4486  H9 1.084, C131 1.389, C133 1.389
33 H -3.2596 -2.8340 0.7714  C41 1.105
34 H 0.0450 -1.1726 -2.3797  C59 1.113
35 H -5.0058 -3.2208 0.4595  C41 1.113
36 H -8.2427 -0.3564 -2.0953  C102 1.085
37 H 8.0641 0.3689 -2.7164  C101 1.083
38 H 0.0519 -4.4055 0.4847  C83 1.111
39 H -5.7186 1.3775 -5.0909  C84 1.083
40 C 3.9469 -5.7964 -1.8798  H3 1.084, C44 1.389, C79 1.389
41 C -4.1892 -2.4840 0.2864  H33 1.105, H35 1.113, P66 1.868, H104 1.117
42 H -6.9814 -3.4160 9.4582  C28 1.084
43 C 2.4598 -1.1027 1.2994  O51 1.387, C77 1.560, O138 1.204
44 C 4.9395 -6.7069 -1.5417  H15 1.083, C19 1.389, C40 1.389
45 H 6.9225 5.0561 1.2285  C93 1.083
46 H 0.8546 5.8606 4.8387  C56 1.108
47 H -2.4390 4.7663 8.2371  C24 1.087
48 H 1.1617 1.2794 0.7286  C78 1.110
49 C 0.6518 3.6627 5.2384  F31 1.418, C56 1.582, H82 1.102, C108 1.530
50 H -4.4939 -0.1011 8.3724  C69 1.085
51 O 2.5910 -2.4564 1.5736  C12 1.439, C43 1.387
52 H 1.3039 3.3776 2.1630  C2 1.111
53 C -3.4224 0.1459 1.6872  P66 1.885, N86 1.323, C126 1.460
54 C 0.6760 1.7057 -8.3159  H75 1.083, C88 1.389, C139 1.389
55 H 3.1443 -0.4448 -9.1881  C81 1.083
56 C 0.1932 5.1682 5.3954  H46 1.108, C49 1.582, H63 1.108, H65 1.111
57 H 6.8328 2.0615 -6.4523  C72 1.084
58 O -2.0415 -0.3427 -0.2837  C122 1.446, C126 1.369
59 C 0.6063 -0.3023 -1.9729  O18 1.433, H34 1.113, C71 1.563, H97 1.110
60 H 1.9121 -5.5378 -2.5139  C79 1.084
61 H 6.1499 -1.1933 -2.7934  C17 1.084
62 C 7.5714 5.5104 -0.7664  H1 1.083, C93 1.389, C111 1.389
63 H -0.8417 5.2855 5.0176  C56 1.108
64 C 2.4130 -7.6101 -2.2631  C6 1.389, C79 1.389, H118 1.083
65 H 0.2290 5.4707 6.4636  C56 1.111
66 P -4.8316 -0.8528 0.9328  C41 1.868, C53 1.885, O98 1.700
67 C -8.9557 -0.4891 -4.1153  C7 1.389, C102 1.389, H135 1.083
68 C 5.4236 -0.4525 -4.6726  C17 1.389, C22 1.389, H27 1.084
69 C -4.9921 -0.6917 9.1336  H50 1.085, C123 1.389, C131 1.389
70 H -1.7279 1.7446 -2.9225  C30 1.112
71 C 1.8500 0.0002 -2.8697  C59 1.563, H100 1.110, H110 1.116, H130 1.107
72 C 6.6857 1.3447 -5.6529  C20 1.389, C22 1.389, H57 1.084
73 C 0.4276 -0.3917 -7.1651  C10 1.389, H116 1.084, C139 1.389
74 H 3.1915 -9.5825 -1.9307  C6 1.083
75 H 0.3286 2.7113 -8.5188  C54 1.083
76 N -4.2650 0.6449 6.1260  H87 1.022, H94 1.022, C137 1.493
77 C 1.7593 -0.1655 2.3318  C43 1.560, C78 1.551, H129 1.110, H136 1.109
78 C 1.7127 1.2468 1.6915  C2 1.556, H48 1.110, C77 1.551, H89 1.116
79 C 2.6851 -6.2483 -2.2444  C40 1.389, H60 1.084, C64 1.389
80 H -3.0309 1.3738 -0.9726  C122 1.107
81 C 2.2571 -0.0684 -8.6932  C10 1.389, H55 1.083, C88 1.389
82 H 1.6377 3.7161 4.7496  C49 1.102
83 C 0.5405 -3.7475 1.2349  C12 1.562, H38 1.111, H105 1.112, H124 1.107
84 C -6.6251 0.8512 -4.8175  C16 1.389, C26 1.389, H39 1.083
85 H 5.6146 3.0727 0.5405  C23 1.084
86 N -3.6869 0.6841 2.8667  C53 1.323, C114 1.376
87 H -3.4130 0.1126 5.9380  N76 1.022
88 C 1.8147 1.2234 -8.9477  C54 1.389, C81 1.389, H95 1.083
89 H 2.7627 1.5101 1.4186  C78 1.116
90 C -2.7459 2.0013 4.6236  C114 1.465, C121 1.395, C137 1.548
91 H -6.7520 -2.8082 11.8437  C133 1.084
92 H 2.5567 -4.1531 0.4122  C12 1.108
93 C 6.8845 4.7672 0.1850  C23 1.389, H45 1.083, C62 1.389
94 H -4.9902 0.0951 5.6615  N76 1.022
95 H 2.3581 1.8550 -9.6402  C88 1.083
96 H 6.7520 3.7347 -3.5325  C5 1.083
97 H 0.9589 -0.5580 -0.9517  C59 1.110
98 O -5.4010 0.0887 -0.3636  H4 0.969, P66 1.700
99 N -1.1429 0.9353 1.3952  C126 1.316, C128 1.370
100 H 1.5784 0.0747 -3.9431  C71 1.110
101 C 7.3760 0.3958 -3.5526  C17 1.388, C20 1.389, H37 1.083
102 C -8.0439 -0.1202 -3.1350  C16 1.389, H36 1.085, C67 1.389
103 H 5.5203 2.4194 -1.8425  C11 1.084
104 H -4.1001 -2.4147 -0.8253  C41 1.117
105 H 0.7821 -4.3474 2.1393  C83 1.112
106 H -4.8880 1.8786 4.5525  C137 1.116
107 H -5.8472 -2.0664 7.7239  C123 1.084
108 C -0.4039 2.8280 4.5107  C49 1.530, C119 1.412, C121 1.483
109 H -1.5229 -0.0193 -3.2411  C30 1.111
110 H 2.5433 -0.8613 -2.7162  C71 1.116
111 C 7.5275 5.1362 -2.1036  C5 1.389, C62 1.389, H125 1.084
112 H 4.9322 0.4805 -6.5424  C22 1.084
113 H -4.3335 2.8205 5.9410  C137 1.106
114 C -2.5775 1.3626 3.3161  N86 1.376, C90 1.465, C128 1.432
115 H -4.2866 0.5212 10.7583  C131 1.083
116 H -0.1116 -1.0202 -6.4659  C73 1.084
117 H 1.6803 -2.7919 -0.3465  C12 1.109
118 H 1.4283 -7.9626 -2.5453  C64 1.083
119 C -0.2037 2.2132 3.2559  C2 1.547, C108 1.412, C128 1.471
120 H -9.4073 -0.4858 -6.2130  C7 1.083
121 C -1.6989 2.7018 5.2232  C13 1.478, C90 1.395, C108 1.483
122 C -2.5500 0.4606 -1.3731  C30 1.572, O58 1.446, H80 1.107, H127 1.116
123 C -5.7511 -1.7964 8.7692  C28 1.389, C69 1.389, H107 1.084
124 H -0.0721 -2.8580 1.4759  C83 1.107
125 H 8.0688 5.7118 -2.8451  C111 1.084
126 C -2.1794 0.2707 0.9318  C53 1.460, O58 1.369, N99 1.316
127 H -3.3344 -0.1523 -1.8780  C122 1.116
128 C -1.3228 1.4864 2.6367  N99 1.370, C114 1.432, C119 1.471
129 H 2.3837 -0.1462 3.2496  C77 1.110
130 H 2.3490 0.9224 -2.5162  C71 1.107
131 C -4.8731 -0.3441 10.4737  C32 1.389, C69 1.389, H115 1.083
132 H 1.9042 -1.8866 -7.6073  C10 1.083
133 C -6.2606 -2.2128 11.0832  C28 1.389, C32 1.389, H91 1.084
134 H 8.4019 2.0000 -4.5419  C20 1.083
135 H -9.8666 -1.0071 -3.8412  C67 1.083
136 H 0.7338 -0.5453 2.5138  C77 1.109
137 C -4.1092 1.9120 5.3514  N76 1.493, C90 1.548, H106 1.116, H113 1.106
138 O 2.9160 -0.6948 0.2629  C43 1.204
139 C -0.0163 0.8987 -7.4227  H29 1.083, C54 1.389, C73 1.389

***

Computed, not measured: a cluster of 2 separate species, C8H12NOS in total in a non-equilibrium geometry, with ωB97M-V/def2-TZVPD.

The multiplicity is 1. The max |F| comes out at 0.067 Eh/bohr. The total charge is -1. As for the frontier orbital gap: 6.1 eV.

Last columns: bonded neighbours and bond lengths (Å).
CARTESIAN COORDINATES (ANGSTROEM)
1 H -3.9555 -0.9239 -0.4908  C10 1.120
2 C 1.9079 0.0925 0.1129  C4 1.345, C12 1.561, C21 1.521
3 H 2.2451 1.4186 1.6546  C4 1.059
4 C 1.9518 1.3291 0.6409  C2 1.345, H3 1.059, H14 1.029
5 N -0.8852 0.1276 0.4127  C18 1.377, C22 1.363
6 H -2.3199 -3.0470 -0.5105  S13 1.405
7 H -3.5419 1.7933 -0.7364  C19 1.085
8 O -0.7467 2.5042 -0.1017  H11 0.971, C22 1.442
9 H 1.1661 -1.5708 1.3539  C12 1.056
10 C -3.0607 -0.3227 -0.1875  H1 1.120, C18 1.360, C19 1.431
11 H -0.0303 2.4175 0.5474  O8 0.971
12 C 2.0713 -1.2245 0.9355  C2 1.561, H9 1.056, H16 1.098, H20 1.145
13 S -1.6075 -2.5506 0.5938  H6 1.405, C18 1.788
14 H 1.9780 2.1334 -0.0005  C4 1.029
15 H 0.4437 0.0215 -1.2016  C21 1.067
16 H 2.2984 -2.0499 0.2473  C12 1.098
17 H 1.9259 -1.0796 -1.5962  C21 1.078
18 C -1.8604 -0.8231 0.2089  N5 1.377, C10 1.360, S13 1.788
19 C -2.8400 1.0860 -0.3075  H7 1.085, C10 1.431, C22 1.394
20 H 2.8710 -1.0991 1.7453  C12 1.145
21 C 1.4917 -0.1290 -1.3326  C2 1.521, H15 1.067, H17 1.078, H23 1.111
22 C -1.4922 1.2733 -0.0069  N5 1.363, O8 1.442, C19 1.394
23 H 1.9894 0.6233 -1.9811  C21 1.111

***

Computed, not measured: an isolated molecule of C3H5N3 in a non-equilibrium geometry, with ωB97M-V/def2-TZVPD.

The multiplicity is 1. The max |F| comes out at 0.028 Eh/bohr. As for the frontier orbital gap: 10.6 eV. Its SMILES is Cn1cnnc1.

Last columns: bonded neighbours and bond lengths (Å).
CARTESIAN COORDINATES (ANGSTROEM)
1 C 0.6732 1.1082 0.5855  N3 1.306, H5 1.081, N8 1.364
2 N 2.0709 -0.0531 -0.5841  N3 1.375, C6 1.297
3 N 1.8813 1.1303 0.0898  C1 1.306, N2 1.375
4 H -1.9855 0.5306 0.1782  C10 1.096
5 H 0.2285 1.8929 1.1813  C1 1.081
6 C 0.9812 -0.7411 -0.4413  N2 1.297, H7 1.081, N8 1.366
7 H 0.8199 -1.7671 -0.7424  C6 1.081
8 N 0.0465 -0.0668 0.2924  C1 1.364, C6 1.366, C10 1.458
9 H -1.2437 -0.5839 -1.0839  C10 1.104
10 C -1.3521 -0.3428 -0.0123  H4 1.096, N8 1.458, H9 1.104, H11 1.096
11 H -1.7387 -1.1788 0.5818  C10 1.096